1.
Computed, not measured: C4H6O2 in the gas phase, with the ωB97M-V functional and the def2-TZVPD basis.

Computed properties:
HOMO-LUMO gap in Eh: 0.42918
Energy relative to the best compared isomer or geometry (same formula, charge and spin) in kcal per mole: 32.72
E_tot in Eh: -306.45416
F_max in eV Å⁻¹: 0.63
SMILES string: O=COC1CC1
Spin multiplicity: 1

Last column: Mulliken charge in e.
Element x y z (Å)
O  -1.526  -0.120  2.138  -0.472
C  -1.791  0.246  1.027  0.142
O  -1.249  -0.201  -0.122  -0.308
C  0.095  -0.634  -0.057  0.046
C  1.101  0.469  0.026  -0.485
C  0.887  -0.277  -1.267  -0.555
H  -2.505  1.039  0.776  0.359
H  0.261  -1.573  0.462  0.350
H  0.707  1.480  0.085  0.235
H  2.010  0.297  0.592  0.225
H  0.354  0.239  -2.061  0.222
H  1.657  -0.965  -1.600  0.242

=====

2.
Computed, not measured: 2 unconnected molecules or ions with the total composition C4H6O2, with the ωB97M-V functional and the def2-TZVPD basis.

Computed properties:
HOMO-LUMO gap in Eh: 0.41063
Energy relative to the best compared isomer or geometry (same formula, charge and spin) in kcal per mole: 62.99
E_tot in Eh: -306.40592
F_max in eV Å⁻¹: 0.72
SMILES string: O=C1CO1.C=C
Spin multiplicity: 1

Last column: Mulliken charge in e.
Element x y z (Å)
O  -2.520  -1.291  -0.155  -0.365
C  -1.507  -0.940  0.629  0.724
C  -1.376  -0.508  -0.741  -0.351
C  1.392  1.102  -0.376  -0.547
C  1.602  0.351  0.699  -0.467
O  -1.175  -1.056  1.768  -0.490
H  -0.766  -1.071  -1.444  0.252
H  -1.637  0.508  -1.029  0.232
H  1.879  0.895  -1.327  0.259
H  0.728  1.966  -0.347  0.279
H  1.108  0.551  1.648  0.231
H  2.271  -0.507  0.675  0.243

=====

3.
Computed, not measured: a molecular structure, C4H6O2, with the ωB97M-V functional and the def2-TZVPD basis.

Computed properties:
HOMO-LUMO gap in Eh: 0.34373
Energy relative to the best compared isomer or geometry (same formula, charge and spin) in kcal per mole: 53.21
E_tot in Eh: -306.42150
F_max in eV Å⁻¹: 0.87
Spin multiplicity: 1

Last column: Mulliken charge in e.
Element x y z (Å)
C  -1.668  -0.232  0.394  -1.205
C  -0.485  -0.126  -0.504  0.427
C  0.587  0.819  -0.075  -0.744
C  1.362  -0.259  -0.042  0.513
O  2.680  -0.406  0.076  -0.497
O  0.500  -1.253  -0.361  -0.402
H  -1.325  -0.268  1.432  0.318
H  -2.253  -1.115  0.149  0.315
H  -2.277  0.669  0.256  0.314
H  -0.712  -0.107  -1.574  0.270
H  2.939  0.501  -0.159  0.340
H  0.652  1.777  0.408  0.351

=====

4.
Computed, not measured: C4H6O2 in the gas phase, with the ωB97M-V functional and the def2-TZVPD basis.

Computed properties:
HOMO-LUMO gap in Eh: 0.35022
Energy relative to the best compared isomer or geometry (same formula, charge and spin) in kcal per mole: 109.62
E_tot in Eh: -306.33160
F_max in eV Å⁻¹: 0.48
Spin multiplicity: 1

Last column: Mulliken charge in e.
Element x y z (Å)
C  2.377  -0.382  -0.131  -0.356
O  1.269  -0.298  0.554  -0.252
C  0.191  0.264  -0.203  0.164
C  -0.925  0.995  0.537  -0.402
O  -1.909  0.149  -0.083  -0.390
C  -0.891  -0.752  -0.545  -0.454
H  3.026  -0.998  0.524  0.219
H  0.636  0.790  -1.046  0.446
H  -1.062  2.052  0.279  0.255
H  -0.892  0.870  1.626  0.246
H  -0.818  -1.651  0.083  0.263
H  -1.000  -1.038  -1.595  0.261

=====

5.
Computed, not measured: C4H6O2 in the gas phase, with the ωB97M-V functional and the def2-TZVPD basis.

Computed properties:
HOMO-LUMO gap in Eh: 0.40771
Energy relative to the best compared isomer or geometry (same formula, charge and spin) in kcal per mole: 7.51
E_tot in Eh: -306.49433
F_max in eV Å⁻¹: 1.05
SMILES string: O=C1CCCO1
Spin multiplicity: 1

Last column: Mulliken charge in e.
Element x y z (Å)
O  2.255  1.140  -0.756  -0.559
C  1.200  0.727  -0.358  0.412
C  0.750  -0.713  -0.314  -0.345
C  -0.687  -0.713  0.197  -0.395
C  -0.971  0.786  0.334  -0.365
O  0.313  1.439  0.384  -0.328
H  0.944  -1.303  -1.210  0.341
H  1.401  -0.966  0.515  0.181
H  -1.384  -1.210  -0.479  0.287
H  -0.737  -1.217  1.166  0.235
H  -1.553  1.024  1.227  0.286
H  -1.499  1.165  -0.545  0.251

=====

6.
Computed, not measured: C4H6O2 in the gas phase, with the ωB97M-V functional and the def2-TZVPD basis.

Computed properties:
HOMO-LUMO gap in Eh: 0.40360
Energy relative to the best compared isomer or geometry (same formula, charge and spin) in kcal per mole: 120.31
E_tot in Eh: -306.31457
F_max in eV Å⁻¹: 4.08
SMILES string: C=CC1(C)OO1
Spin multiplicity: 1

Last column: Mulliken charge in e.
Element x y z (Å)
C  -0.924  -1.638  0.231  -0.697
C  -0.760  -0.521  -0.470  -0.308
C  0.612  0.144  -0.261  1.093
C  0.372  1.447  0.344  -1.357
O  1.653  0.053  -1.209  -0.346
O  1.751  -0.601  0.036  -0.324
H  -1.836  -2.024  0.409  0.383
H  -0.086  -1.993  0.926  0.180
H  -1.531  -0.228  -1.250  0.284
H  0.007  1.336  1.268  0.375
H  -0.422  1.851  -0.286  0.351
H  1.165  2.173  0.262  0.366

=====

7.
Computed, not measured: C4H6O2 in the gas phase, with the ωB97M-V functional and the def2-TZVPD basis.

Computed properties:
HOMO-LUMO gap in Eh: 0.39423
Energy relative to the best compared isomer or geometry (same formula, charge and spin) in kcal per mole: 10.48
E_tot in Eh: -306.48960
F_max in eV Å⁻¹: 0.48
SMILES string: C=CCC(=O)O
Spin multiplicity: 1

Last column: Mulliken charge in e.
Element x y z (Å)
O  -1.429  -1.454  0.126  -0.433
C  0.074  0.735  -0.761  -0.097
C  -0.327  0.560  0.684  -0.530
C  -0.512  -0.916  0.957  0.571
O  0.093  -1.571  1.769  -0.554
C  1.337  0.762  -1.169  -0.671
H  -1.427  -2.409  0.302  0.335
H  -0.738  0.753  -1.485  0.297
H  -1.269  1.079  0.897  0.274
H  0.441  0.931  1.366  0.296
H  2.163  0.713  -0.462  0.251
H  1.594  0.816  -2.223  0.260

=====

8.
Computed, not measured: C4H6O2 in the gas phase, with the ωB97M-V functional and the def2-TZVPD basis.

Computed properties:
HOMO-LUMO gap in Eh: 0.35707
Energy relative to the best compared isomer or geometry (same formula, charge and spin) in kcal per mole: 59.77
E_tot in Eh: -306.41104
F_max in eV Å⁻¹: 3.11
SMILES string: O=C/C=C/CO
Spin multiplicity: 1

Last column: Mulliken charge in e.
Element x y z (Å)
O  -2.789  -0.568  0.239  -0.479
C  -1.776  -1.168  0.526  -0.093
C  -0.416  -0.693  0.201  0.003
C  -0.166  0.499  -0.355  -0.511
C  1.377  0.745  -0.688  -0.370
O  1.905  0.615  0.613  -0.480
H  -1.816  -2.138  1.062  0.305
H  0.416  -1.365  0.406  0.335
H  1.039  1.019  0.966  0.406
H  -1.011  1.185  -0.506  0.347
H  1.571  1.762  -1.039  0.258
H  1.778  0.014  -1.410  0.279

=====

9.
Computed, not measured: a molecular structure, C4H6O2Ru, with the ωB97M-V functional and the def2-TZVPD basis.

Computed properties:
HOMO-LUMO gap (spin up / spin down) in Eh: 0.19339 / 0.29299
Energy relative to the best compared isomer or geometry (same formula, charge and spin) in kcal per mole: 84.49
E_tot in Eh: -400.74380
Charge: +1
F_max in eV Å⁻¹: 4.47
Expectation value of S²: 8.76
Spin multiplicity: 6

Last column: Mulliken charge in e.
Element x y z (Å)
C  0.478  -0.105  -1.203  0.252
O  0.378  0.733  -2.264  -0.461
H  0.520  -1.146  -1.528  0.377
H  0.126  1.624  -1.993  0.313
C  -1.764  -1.237  1.144  -0.790
C  -0.421  -0.806  1.136  -0.423
C  0.034  0.220  0.147  0.081
O  1.448  0.208  -0.189  -0.510
Ru  2.800  1.936  0.109  0.868
H  -2.473  -0.395  1.076  0.351
H  0.053  -1.807  0.970  0.225
H  -0.824  -0.456  2.281  0.324
H  -0.354  1.232  0.314  0.393

=====

10.
Computed, not measured: C4H6O2S in the gas phase, with the ωB97M-V functional and the def2-TZVPD basis.

Computed properties:
HOMO-LUMO gap in Eh: 0.33031
Energy relative to the best compared isomer or geometry (same formula, charge and spin) in kcal per mole: 66.33
E_tot in Eh: -704.57382
F_max in eV Å⁻¹: 3.19
SMILES string: CO/C=C/OC=S
Spin multiplicity: 1

Last column: Mulliken charge in e.
Element x y z (Å)
C  -2.487  0.281  1.958  -0.788
C  -0.659  0.999  0.818  -0.021
C  -1.040  0.029  -0.043  -0.356
C  1.187  -0.472  -0.625  -0.178
H  -3.051  0.618  1.128  0.400
H  -3.117  0.335  2.869  0.249
H  -2.270  -0.857  1.919  0.265
H  0.218  1.661  0.702  0.474
H  -1.929  -0.514  0.086  0.441
H  1.249  -0.453  0.469  0.385
O  -1.376  1.128  1.982  -0.352
O  -0.117  -0.416  -0.996  -0.272
S  2.427  -0.719  -1.732  -0.246